Formula: C38H91N6O11
Source: the OMol25 dataset
Level of theory: ωB97M-V/def2-TZVPD

CARTESIAN COORDINATES (ANGSTROEM)
N  29.347253  -8.636874  -1.484489
O  28.332751  -9.297763  -1.508697
O  30.384630  -9.014096  -0.907593
O  29.401664  -7.674269  -2.278765
C  28.635513  -8.612305  2.394760
O  29.212670  -7.314885  2.722953
C  30.560364  -7.271125  2.521777
C  31.283463  -8.021326  3.572069
N  32.782304  -7.822584  3.515049
H  33.111295  -8.396874  2.752121
H  33.157745  -6.899515  3.350477
C  33.500401  -8.381251  4.734852
C  33.973391  -7.187457  5.685756
O  32.849814  -6.367119  5.938659
C  33.034297  -5.180311  6.810850
H  28.912015  -9.347340  3.150637
H  28.971455  -8.928899  1.407331
H  27.549308  -8.533717  2.349212
H  30.800731  -6.222117  2.694696
H  30.975562  -7.475720  1.534936
H  31.299496  -9.102721  3.436364
H  30.796044  -7.852417  4.532275
H  34.480768  -8.745709  4.428026
H  32.906913  -9.137960  5.247946
H  34.826220  -6.730380  5.183897
H  34.323382  -7.553133  6.651096
H  33.514915  -5.506840  7.733060
H  32.121216  -4.709822  7.175558
H  33.687464  -4.510248  6.251851
C  31.826747  -1.398811  -0.902640
O  32.006204  -2.842754  -0.600718
C  30.945783  -3.758894  -0.983013
C  31.252233  -5.250273  -0.570824
N  32.606999  -5.691486  -1.158336
H  32.847042  -5.245615  -2.032213
H  33.224692  -5.238189  -0.500255
C  32.839969  -7.224364  -1.234877
C  34.284823  -7.764662  -1.599044
O  34.882788  -7.049560  -2.721375
C  34.474342  -7.698424  -3.859129
H  31.632138  -1.121967  -1.938777
H  32.827380  -1.027285  -0.681717
H  31.215577  -0.789552  -0.236787
H  30.734486  -3.682480  -2.049602
H  30.017460  -3.398924  -0.539460
H  30.534030  -5.845137  -1.135102
H  31.218798  -5.322436  0.516272
H  32.069525  -7.641314  -1.883459
H  32.460519  -7.387284  -0.226131
H  34.243398  -8.841291  -1.764136
H  34.961889  -7.661136  -0.751128
H  33.450537  -7.373087  -4.043750
H  34.661955  -8.759433  -3.694358
H  35.054278  -7.497166  -4.759829
C  28.082838  -12.712375  -1.295921
O  29.030735  -13.776854  -1.284145
C  30.237325  -13.376029  -0.671867
C  30.050702  -13.098406  0.855823
N  29.309957  -14.293235  1.512886
H  28.338636  -14.190906  1.255660
H  29.715051  -15.178829  1.245075
C  29.583920  -14.165395  3.053082
C  29.154944  -15.496393  3.843427
O  28.683053  -16.542336  2.982172
C  28.621374  -17.766652  3.677692
H  27.618107  -12.737027  -2.281580
H  28.532898  -11.727246  -1.173143
H  27.400244  -12.800652  -0.450724
H  30.558014  -12.505476  -1.244056
H  30.987588  -14.145289  -0.854739
H  29.341441  -12.277867  0.964262
H  31.009349  -13.016564  1.368090
H  28.940137  -13.405046  3.495249
H  30.632787  -13.956117  3.263319
H  28.331091  -15.101436  4.437890
H  29.942450  -15.576652  4.592756
H  27.648118  -17.909691  4.147173
H  29.442829  -17.893771  4.382777
H  28.624475  -18.588504  2.961689
C  29.885522  -13.342427  -9.861876
C  30.130899  -12.474507  -8.548813
C  29.647016  -13.126006  -7.175663
N  30.282842  -12.463001  -5.869081
C  29.944292  -10.989878  -5.860325
C  30.452130  -10.255043  -4.628069
C  32.006491  -10.446161  -4.417890
C  32.406996  -11.940169  -4.453416
C  31.818704  -12.624561  -5.679821
C  29.513370  -13.087738  -4.731155
H  30.422509  -14.287663  -9.782587
H  30.289450  -13.022622  -10.822430
H  28.825853  -13.578322  -9.959622
H  29.608139  -11.522969  -8.645680
H  31.162369  -12.160763  -8.388371
H  30.019052  -14.150549  -7.174754
H  28.576046  -13.217131  -6.994472
H  30.420348  -10.553739  -6.738537
H  28.893211  -10.774554  -6.052546
H  30.320055  -9.213577  -4.921320
H  29.845988  -10.439413  -3.741112
H  32.510885  -9.998328  -5.274128
H  32.233449  -10.135886  -3.397926
H  33.486871  -11.969766  -4.598662
H  32.386672  -12.469239  -3.500639
H  32.403353  -12.220684  -6.506355
H  32.040881  -13.690721  -5.725000
H  29.854167  -12.646048  -3.794744
H  29.853931  -14.110271  -4.568205
H  28.444580  -12.998134  -4.925458
C  24.176183  -12.133399  -1.968089
C  24.501717  -11.227984  -3.133432
C  24.971019  -9.803757  -2.768814
N  25.286556  -8.897046  -3.994284
C  25.611982  -7.537734  -3.348726
C  26.150455  -6.530090  -4.466364
C  27.401416  -7.071476  -5.109207
C  27.141192  -8.436725  -5.751975
C  26.607736  -9.398439  -4.682059
C  24.079429  -8.746571  -5.001566
H  23.225382  -12.019931  -1.447322
H  24.961161  -12.350869  -1.243783
H  23.977396  -13.151899  -2.301618
H  23.611741  -11.203765  -3.762289
H  25.174413  -11.855209  -3.718395
H  25.697369  -9.858089  -1.957906
H  24.029314  -9.442995  -2.355109
H  26.408123  -7.817446  -2.658781
H  24.878296  -7.295511  -2.579881
H  26.390425  -5.625416  -3.907736
H  25.442800  -6.317039  -5.267571
H  28.155155  -7.212565  -4.334568
H  27.786064  -6.362846  -5.842686
H  28.033813  -8.782403  -6.273364
H  26.364609  -8.605020  -6.498099
H  27.283177  -9.809353  -3.931711
H  26.173231  -10.277599  -5.157839
H  23.923396  -9.689057  -5.526426
H  24.445354  -8.046073  -5.752231
H  23.190525  -8.328431  -4.529226
C  33.038156  -11.457247  0.109929
C  33.001594  -10.630447  1.519578
O  32.314617  -11.193028  2.426946
O  33.763337  -9.615809  1.563079
H  32.898007  -12.538185  0.115715
H  33.883138  -11.262993  -0.550651
H  32.153174  -11.130413  -0.436043

Forces on atoms 1 to 6 (eV/Å):
N 1.62 -1.49 -1.07
O -0.32 0.18 0.68
O -1.73 1.04 -0.44
O 0.24 0.11 0.89
C 0.16 0.80 0.29
O -2.03 -1.47 -1.05

- E: -72296.3316 eV
- Lowest unoccupied orbital energy (spin up / spin down): -10.37 / -14.34 eV
- Multiplicity: 2
- Gap between HOMO and LUMO (spin up / spin down): 6.20 / 2.22 eV
- Molar mass: 808.177 Da
- Charge: +4